w) The following is a DFT calculation (wB97M-V/def2-TZVPD) of a 2-piece molecular cluster, C2H6O2S overall.

Summary:
charge: 0
structure (SMILES): O=CO.CS
E_HOMO: -9.204 eV

Structure (XYZ):
```
11
C2H6O2S | the Open Molecules 2025 dataset | wB97M-V/def2-TZVPD
C 0.61138 1.11270 -4.38146
S 1.06343 -0.47814 -3.67377
H 0.41307 1.88047 -3.64058
H 1.41946 1.37341 -5.06073
H -0.25947 1.00021 -5.02622
H -0.09744 -1.10507 -3.66830
O -0.26010 0.68983 4.85523
C -0.95596 0.22109 4.00983
O -1.34826 -1.07162 4.10903
H -1.31424 0.73062 3.10363
H -1.83218 -1.33126 3.33317
```



x) The following is a DFT calculation (wB97M-V/def2-TZVPD) of a 2-piece molecular cluster, C2H6O2S overall.

Summary:
charge: 0
E_HOMO (spin up / spin down): -11.041 / -9.593 eV

Structure (XYZ):
```
11
C2H6O2S | the Open Molecules 2025 dataset | wB97M-V/def2-TZVPD
C -0.67886 1.15568 0.60949
C -0.67221 -0.33650 0.25365
O 0.57867 -0.02684 -2.12334
O 1.99364 0.05889 -0.14728
S 0.86929 -0.56603 -0.85573
H 0.28292 1.26521 1.22483
H -0.44260 1.84655 -0.22237
H -1.38597 1.42446 1.38173
H -1.55248 -0.73368 -0.05400
H -0.27818 -0.98756 1.09675
H 1.28577 -3.10017 -1.16372
```



y) The following is a DFT calculation (wB97M-V/def2-TZVPD) of a 2-piece molecular cluster, C2H6O2S overall.

Summary:
charge: 0
structure (SMILES): O=CO.CS
E_HOMO: -9.420 eV

Structure (XYZ):
```
11
C2H6O2S | the Open Molecules 2025 dataset | wB97M-V/def2-TZVPD
C 1.39852 -0.91499 0.45576
S 0.02720 -0.42259 1.77850
H 2.01029 -1.58387 1.07925
H 0.87455 -1.50690 -0.28357
H 1.78704 0.17814 0.23168
H 0.99019 0.06161 2.66951
O -0.40278 1.32485 -1.97489
C -1.43014 0.76686 -1.58121
O -1.81047 0.51684 -0.34930
H -2.22779 0.56286 -2.28691
H -1.21661 1.01721 0.26116
```



Least stable structure: x)



w) The following is a DFT calculation (wB97M-V/def2-TZVPD) of a 2-piece molecular cluster, CH6N2O overall.

Summary:
charge: 0
structure (SMILES): [H]/N=C/N.O
E_HOMO: -9.462 eV

Structure (XYZ):
```
10
CH6N2O | the Open Molecules 2025 dataset | wB97M-V/def2-TZVPD
N 1.24412 -0.75566 0.34447
C 0.82840 0.38182 0.93878
N -0.26556 0.91183 0.59382
H 0.73056 -1.06797 -0.45938
H 2.17122 -1.12764 0.43452
H 1.45422 0.79666 1.73450
H -0.59692 1.75345 1.02402
H -1.53721 -0.04677 -0.67699
H -1.98214 0.17614 -2.13484
O -1.61221 -0.48790 -1.54626
```



x) The following is a DFT calculation (wB97M-V/def2-TZVPD) of a 2-piece molecular cluster, CH6N2O overall.

Summary:
charge: 0
structure (SMILES): [H]/N=C/N.O
E_HOMO: -9.067 eV

Structure (XYZ):
```
10
CH6N2O | the Open Molecules 2025 dataset | wB97M-V/def2-TZVPD
N -0.09307 -0.68757 0.79863
C 0.00176 0.41822 1.59296
N 0.15720 1.59267 1.14308
H 0.09833 -1.55705 1.26412
H 0.11470 -0.68799 -0.18741
H -0.08338 0.16128 2.65142
H 0.06274 2.26436 1.89916
H 0.38480 0.12605 -3.24749
H -0.38399 -1.24395 -3.16265
O -0.25909 -0.38601 -2.75181
```



Least stable structure: x)